(1)
DFT (ωB97M-V/def2-TZVPD) results for a structure of composition C12H31BF4N2O2RuSSiTe4 in a non-equilibrium geometry.

Positions of all 59 atoms, in Å:
Ru -0.89643 0.80508 -1.27272
C -3.23679 4.14180 -0.42805
O -2.14525 3.30000 -0.15791
C -1.66893 3.40080 1.15317
C -0.42075 2.56171 1.28617
O -0.58415 1.19111 0.89362
C -0.87973 0.31325 1.96449
H -2.94484 5.19528 -0.35186
H -4.07088 3.93848 0.25751
H -3.55266 3.94424 -1.45260
H -2.45366 3.08113 1.85802
H -1.39025 4.43817 1.38936
H -0.08162 2.59931 2.32584
H 0.36915 2.96319 0.65271
H -0.05137 0.31971 2.67774
H -0.98973 -0.68456 1.54316
H -1.80165 0.58898 2.47954
Te 0.76108 2.70441 -2.29067
Te 0.20369 5.28227 -1.97914
Te -2.39662 2.82309 -5.60837
Te -1.55053 1.75291 -3.42551
C -3.07108 -1.85474 -0.81155
Si -3.11939 0.00868 -1.01685
C -3.95004 0.64585 0.55888
C -4.43779 0.30625 -2.31761
H -4.10449 -2.19390 -0.68149
H -2.49034 -2.16129 0.06043
H -2.64191 -2.34696 -1.68386
H -4.49820 -0.18236 1.01959
H -4.67063 1.43031 0.31738
H -3.26384 1.04618 1.29379
H -5.37887 -0.10750 -1.93980
H -4.20507 -0.18519 -3.26532
H -4.59222 1.36696 -2.52714
C 2.33772 -3.87848 0.88100
C 3.19559 -2.95584 0.03100
N 2.72325 -1.58068 0.07462
C 3.29521 -0.44612 0.48267
S 2.61237 1.03393 -0.01057
N 4.39874 -0.45325 1.27243
C 4.86469 -1.47337 2.19647
C 6.20982 -2.07303 1.81021
H 2.64246 -4.91756 0.74851
H 1.29333 -3.78915 0.58141
H 2.40884 -3.62698 1.94207
H 3.13714 -3.27277 -1.01167
H 4.23947 -2.99649 0.32756
H 1.86647 -1.40890 -0.43225
H 4.74730 0.48233 1.40986
H 4.10039 -2.24232 2.28388
H 4.95433 -1.01052 3.18345
H 6.17598 -2.53006 0.82168
H 6.51054 -2.83574 2.53084
H 6.98070 -1.30151 1.79138
F 1.25419 -0.90717 -2.71936
B 0.31235 -1.83852 -2.34543
F -0.12566 -1.46657 -0.96245
F -0.79939 -1.82704 -3.15947
F 0.86997 -3.11685 -2.24875

Total charge: -1
E: -3015.0293 a.u.
Energy above the lowest of the compared OMol25 structures with the same formula, charge and spin: 370.9 kJ/mol
E_LUMO (spin up / spin down): 1.65 / 1.26 eV
2S+1: 2
<S²>: 0.803
Kohn-Sham gap (spin up / spin down): 5.36 / 5.02 eV

---

(2)
DFT (ωB97M-V/def2-TZVPD) results for the ion C5H12N2 with charge +2 in a non-equilibrium geometry.

Positions of all 19 atoms, in Å:
C 0.09689 3.42206 -0.87571
N 0.53876 2.24214 -1.28241
C -0.16998 0.97679 -0.95109
C 0.59690 -0.03426 -0.50795
C 0.60919 -0.52678 0.91622
C -0.67708 -1.42390 1.21246
N -0.58304 -2.87678 0.51049
H 0.46503 4.30936 -1.42872
H -0.83553 3.70094 -0.36648
H 1.49745 2.24202 -1.78215
H -1.24847 1.07763 -0.79591
H 1.60011 -0.06913 -0.95428
H 1.40874 -1.36450 1.06095
H 0.85699 0.33658 1.48066
H -1.54563 -0.87348 0.84297
H -0.86911 -1.70027 2.25378
H -0.18808 -2.59814 -0.40534
H -1.49600 -3.17985 0.28288
H -0.05714 -3.66044 0.78963

Total charge: +2
SMILES string: C=[NH+]/C=C/CC[NH3+]
E: -306.4645 a.u.
Energy above the lowest of the compared OMol25 structures with the same formula, charge and spin: 279.4 kJ/mol
E_LUMO: -9.02 eV
Kohn-Sham gap: 8.89 eV

---

(3)
DFT (ωB97M-V/def2-TZVPD) results for an isolated molecule of C17H17NO3.

Positions of all 38 atoms, in Å:
C -2.28394 -1.30791 2.43403
C -2.06882 0.18556 2.23868
C -1.58080 0.58661 0.82659
C -0.16012 0.08826 0.58427
O 0.17701 -1.06757 0.68951
N 0.69949 1.09560 0.23389
C 2.06380 1.02299 -0.05473
C 2.73009 2.21992 -0.32577
C 4.08139 2.22594 -0.61527
C 4.79528 1.04212 -0.64286
C 4.13668 -0.15513 -0.37724
C 4.85629 -1.44910 -0.40249
O 4.35188 -2.52548 -0.20881
O 6.16826 -1.32198 -0.67110
C 2.77650 -0.16970 -0.08306
C -2.53156 0.09461 -0.24195
C -3.55350 0.93381 -0.67004
C -4.46821 0.50760 -1.61612
C -4.36971 -0.76517 -2.15104
C -3.35112 -1.60471 -1.73459
C -2.43804 -1.18029 -0.78509
H -3.07915 -1.66968 1.78693
H -2.56185 -1.50564 3.46690
H -1.37318 -1.85416 2.20817
H -1.33354 0.54364 2.96438
H -3.00810 0.71326 2.42485
H -1.58226 1.68325 0.79590
H 0.31702 2.02939 0.17449
H 2.18067 3.15150 -0.30759
H 4.57875 3.16205 -0.82018
H 5.84933 1.03707 -0.86767
H 6.58228 -2.19891 -0.67500
H 2.29211 -1.11045 0.12108
H -3.63887 1.92965 -0.25612
H -5.25860 1.17121 -1.93570
H -5.08322 -1.09963 -2.88964
H -3.26657 -2.59859 -2.14881
H -1.64565 -1.83992 -0.46880

SMILES string: CC[C@@H](C(=O)Nc1cccc(C(=O)O)c1)c1ccccc1
E: -938.5380 a.u.
Energy above the lowest of the compared OMol25 structures with the same formula, charge and spin: 1.4 kJ/mol
E_LUMO: 0.43 eV
Kohn-Sham gap: 9.26 eV

---

(4)
DFT (ωB97M-V/def2-TZVPD) results for a structure of composition C15H42AlBr2ClIN6O2P2 in a non-equilibrium geometry.

Positions of all 72 atoms, in Å:
C 2.30295 -2.18847 0.79236
C 1.35267 -1.00491 0.97869
Br 0.88169 -0.37609 -0.81080
C 0.13964 -1.41233 1.83992
Br 0.37133 -0.65703 3.64039
Al -1.76459 -1.05904 1.24894
Cl -2.15141 1.01574 0.66340
I -2.40704 -2.78044 -0.60312
H 3.11177 -1.90470 0.12372
H 1.76425 -3.00930 0.31791
H 2.67723 -2.53468 1.75716
H 1.89497 -0.23967 1.52407
H 0.21310 -2.49289 1.96940
H -2.71918 -1.36233 2.48582
O -6.01161 6.23441 0.99999
P -5.02893 6.13009 2.09641
N -4.63412 4.49883 2.22667
C -3.92077 3.90807 3.35101
C -4.19577 3.86168 0.97797
N -5.95684 6.63139 3.45654
C -5.95743 5.89795 4.70764
C -7.30289 7.10686 3.15875
N -3.57848 6.84273 2.66669
C -3.68521 8.20222 3.22726
C -2.57658 6.91415 1.57427
H -2.86716 4.20966 3.40303
H -3.94654 2.82330 3.24057
H -4.38965 4.13034 4.30129
H -3.14844 4.08054 0.74150
H -4.81106 4.18609 0.14031
H -4.28485 2.78031 1.05804
H -6.41823 4.90594 4.61895
H -6.51545 6.46316 5.45955
H -4.94852 5.79209 5.10699
H -8.00902 6.28783 2.97324
H -7.30459 7.75589 2.28848
H -7.66583 7.69379 4.00772
H -4.15183 8.91364 2.53766
H -2.67795 8.55450 3.45804
H -4.24573 8.20492 4.15585
H -2.91695 7.53658 0.73987
H -2.35302 5.91937 1.19177
H -1.64465 7.32964 1.95595
O 3.78182 -4.14130 -1.54281
P 4.33448 -4.82928 -2.72022
N 3.13184 -4.70479 -3.91024
C 3.11257 -5.46544 -5.14652
C 2.64688 -3.34189 -4.14334
N 4.45305 -6.45500 -2.18994
C 3.97499 -7.57396 -2.97818
C 4.14169 -6.67223 -0.77818
N 5.73272 -4.90131 -3.70694
C 6.91387 -5.56432 -3.12226
C 6.16264 -3.53442 -4.09134
H 3.89885 -5.16739 -5.85471
H 2.14839 -5.30464 -5.63272
H 3.19094 -6.53155 -4.97930
H 3.31915 -2.75594 -4.78509
H 2.52472 -2.81363 -3.19935
H 1.67186 -3.37456 -4.63111
H 2.88366 -7.57770 -3.09205
H 4.26600 -8.50919 -2.49280
H 4.44275 -7.59604 -3.96336
H 3.06360 -6.67883 -0.58123
H 4.59288 -5.90562 -0.15602
H 4.55956 -7.63447 -0.46977
H 7.20861 -5.13894 -2.15773
H 7.74654 -5.45154 -3.81927
H 6.74605 -6.62795 -2.99253
H 6.42869 -2.92309 -3.22299
H 5.37294 -3.02279 -4.64030
H 7.02898 -3.59200 -4.74962

Total charge: -1
E: -7907.0517 a.u.
Energy above the lowest of the compared OMol25 structures with the same formula, charge and spin: 0.0 kJ/mol
E_LUMO: 2.16 eV
Kohn-Sham gap: 7.54 eV